[1]
Molecular formula: C3H9NO2
Method: DFT, the ωB97M-V functional and the def2-TZVPD basis

Output
LUMO energy = 0.6 eV
Calculated total energy = -8841.255 eV
Spin multiplicity = 1
HOMO-LUMO gap = 9.32 eV
Highest occupied orbital energy = -0.31937 Eh
F_max = 3.498 eV/Å
Relative energy (zero: lowest compared OMol25 entry of this formula, charge and spin) = 1.700 eV
SMILES string = CC(=O)O.CN

Each line ends with the Löwdin charge.
Geometry (Å):
C 0.676 2.881 0.951  0.011
C 0.743 1.543 0.230  -0.569
O -0.231 0.951 -0.197  0.054
O 1.976 1.026 0.153  0.065
H -0.253 2.714 1.524  0.091
H 0.590 3.723 0.254  0.090
H 1.551 2.970 1.659  0.101
H 2.144 0.256 -0.519  0.184
C -0.639 -2.049 -0.878  -0.196
N -1.543 -2.744 0.087  -0.064
H -0.741 -2.242 -1.914  0.038
H 0.388 -2.582 -0.757  0.082
H -0.527 -0.971 -0.783  0.020
H -2.062 -2.178 0.751  0.053
H -2.075 -3.299 -0.561  0.039

---

[2]
Molecular formula: C3H9NO2
Method: DFT, the ωB97M-V functional and the def2-TZVPD basis

Output
LUMO energy = 0.8 eV
Calculated total energy = -8841.359 eV
Spin multiplicity = 1
HOMO-LUMO gap = 10.75 eV
Highest occupied orbital energy = -0.36498 Eh
F_max = 4.411 eV/Å
Relative energy (zero: lowest compared OMol25 entry of this formula, charge and spin) = 1.596 eV
SMILES string = CCNC=O.O

Each line ends with the Löwdin charge.
Geometry (Å):
C 0.696 1.507 -0.941  -0.099
C -0.600 0.741 -1.077  -0.250
N -0.730 -0.118 0.096  -0.005
C -0.724 0.400 1.424  -0.306
O -0.610 -0.379 2.349  0.016
H 1.219 1.822 -1.806  0.057
H 1.365 0.771 -0.479  0.082
H 0.724 2.311 -0.233  0.063
H -1.397 1.319 -1.341  0.065
H -0.579 0.007 -2.016  0.160
H -0.523 -1.107 -0.004  0.104
H -0.874 1.464 1.436  0.125
O 0.711 -3.254 0.682  -0.006
H -0.056 -2.761 0.870  -0.015
H 1.377 -2.724 1.038  0.008